Molecular formula: C27H46BrNOP2RuS
Method: DFT, the ωB97M-V functional and the def2-TZVPD basis

Element x y z (Å)
Ru1 -0.3379 -0.7025 0.1027
Br1 -2.7822 1.4744 3.9371
S1 2.2526 -1.0426 2.8954
P1 0.5994 4.1657 1.3238
P2 0.7041 -0.4418 -1.8150
O1 1.4798 -1.4278 1.6273
N1 -4.7339 -5.9865 -2.0673
C1 0.2164 1.1476 -2.6296
C2 2.3492 0.0149 -1.1283
C3 -3.4628 -3.9995 -2.4780
C4 1.3464 -3.1523 -2.5984
C5 -2.6591 -4.2383 -1.3236
C6 -2.1019 -0.8503 2.5378
C7 -0.3664 3.6029 2.7576
C8 -2.9086 -5.4632 -0.6239
C9 -0.6586 1.0356 -3.8768
C10 -2.5671 0.4726 2.4146
C11 0.8954 -1.7690 -3.0655
C12 2.2562 -2.5338 3.9386
C13 -0.6198 5.2394 -0.9309
C14 3.2532 4.0911 2.1949
C15 -1.0456 4.8012 3.4503
C16 -2.6719 1.0454 1.1355
C17 3.9769 -1.0770 2.4244
C18 -0.3220 3.9081 -0.2108
C19 -1.8903 -1.6365 1.3926
C20 -1.7378 -1.8626 -1.0354
C21 -1.6993 -3.2735 -0.8277
C22 -2.3260 0.2854 -0.0175
C23 2.2062 3.3361 1.3568
C24 -2.2703 -1.1286 0.1070
C25 -3.9813 -6.2702 -1.0089
C26 3.4967 -0.0565 -2.1385
C27 -4.5038 -4.8907 -2.7901
H1 4.2584 3.7170 1.9750
H2 -1.2473 3.3720 0.0415
H3 1.1116 1.7659 -2.8297
H4 1.4150 -3.8238 -3.4668
H5 -5.1543 -4.7036 -3.6526
H6 0.6387 -3.6167 -1.9074
H7 3.2742 0.5234 -3.0455
H8 -3.2753 -3.1291 -3.1109
H9 0.2969 3.2643 -0.8544
H10 1.2500 -2.6442 4.3646
H11 -0.1101 0.6098 -4.7292
H12 -1.7066 -2.6967 1.5461
H13 -1.0170 5.9962 -0.2465
H14 0.3462 3.1204 3.4465
H15 2.5197 -0.6339 -0.2620
H16 -1.9245 -1.2878 3.5154
H17 -1.1008 2.8413 2.4484
H18 4.5551 -0.5629 3.1950
H19 0.2844 5.6528 -1.3929
H20 -1.5559 0.4358 -3.6840
H21 3.7192 -1.0890 -2.4251
H22 -4.2119 -7.1861 -0.4402
H23 4.3133 -2.1127 2.3247
H24 -0.9883 2.0431 -4.1649
H25 -1.3578 5.0908 -1.7253
H26 -1.5833 4.4770 4.3472
H27 -0.0576 -1.8786 -3.6009
H28 -1.9953 -1.5225 -2.0353
H29 2.9793 -2.3643 4.7473
H30 -1.7674 5.2947 2.7873
H31 2.5266 -3.4172 3.3398
H32 -0.3371 1.6518 -1.8209
H33 2.2628 1.0351 -0.7264
H34 2.0360 2.3223 1.7427
H35 4.4085 0.3765 -1.6972
H36 4.0835 -0.5534 1.4742
H37 2.3280 -3.1001 -2.1111
H38 -2.9995 2.0615 0.9813
H39 2.5447 3.2736 0.3119
H40 3.2553 5.1648 1.9793
H41 -2.4604 0.6946 -1.0100
H42 1.5855 -1.3852 -3.8430
H43 -0.2912 5.5402 3.7455
H44 -1.0249 -3.6651 -0.0646
H45 -2.2968 -5.7381 0.2341
H46 3.0847 3.9690 3.2690

Properties
* energy above the lowest of the compared OMol25 structures with the same formula, charge and spin: 191.7 kJ/mol
* E: -134273.73929 eV
* HOMO (spin up / spin down): -19.472 / -19.453 eV
* total charge: +4
* strongest force on any atom: 0.064 Eh/bohr
* ⟨S²⟩: 6.1610
* 2S+1: 5

Per-atom Mulliken charges, elementary charge units: atom 1 (Ru): 0.6536, atom 2 (Br): 0.0327, atom 3 (S): 0.4103, atom 4 (P): 0.1214, atom 5 (P): 1.2621, atom 6 (O): -0.7066, atom 7 (N): -0.2168, atom 8 (C): 0.1147, atom 9 (C): -0.0774, atom 10 (C): -0.1250, atom 11 (C): -1.0911, atom 12 (C): 0.4597, atom 13 (C): -0.8191, atom 14 (C): 0.9124, atom 15 (C): -0.2993, atom 16 (C): -1.5014, atom 17 (C): -0.4812, atom 18 (C): -0.8183, atom 19 (C): -1.0884, atom 20 (C): -1.4260, atom 21 (C): -1.4621, atom 22 (C): -1.2710, atom 23 (C): -0.4381, atom 24 (C): -0.9636, atom 25 (C): 0.9883, atom 26 (C): -0.3067, atom 27 (C): 0.5877, atom 28 (C): -1.4088, atom 29 (C): 0.3374, atom 30 (C): 0.3896, atom 31 (C): -1.3145, atom 32 (C): -0.3359, atom 33 (C): -1.4533, atom 34 (C): -0.4285, atom 35 (H): 0.4126, atom 36 (H): -0.0424, atom 37 (H): 0.7366, atom 38 (H): 0.4352, atom 39 (H): 0.4186, atom 40 (H): 0.1162, atom 41 (H): 0.3784, atom 42 (H): 0.4398, atom 43 (H): -0.4429, atom 44 (H): 0.3610, atom 45 (H): 0.3783, atom 46 (H): 0.4534, atom 47 (H): 0.3957, atom 48 (H): 0.5388, atom 49 (H): 0.1019, atom 50 (H): 0.6059, atom 51 (H): -0.9949, atom 52 (H): 0.4561, atom 53 (H): 0.4064, atom 54 (H): 0.2689, atom 55 (H): 0.3623, atom 56 (H): 0.4158, atom 57 (H): 0.4026, atom 58 (H): 0.4558, atom 59 (H): 0.4163, atom 60 (H): 0.3710, atom 61 (H): 0.5301, atom 62 (H): 0.8721, atom 63 (H): 0.4495, atom 64 (H): 0.3724, atom 65 (H): 0.3688, atom 66 (H): -0.5647, atom 67 (H): 0.0275, atom 68 (H): -0.2039, atom 69 (H): 0.4397, atom 70 (H): 0.2307, atom 71 (H): 0.2789, atom 72 (H): 0.8075, atom 73 (H): 0.3667, atom 74 (H): 0.4062, atom 75 (H): 0.8335, atom 76 (H): 0.6158, atom 77 (H): 0.4077, atom 78 (H): 0.8320, atom 79 (H): 0.4636, atom 80 (H): 0.3818